{"formula": "C20H21NO4", "method": "wB97M-V/def2-TZVPD", "symbols": ["C", "C", "O", "C", "O", "C", "C", "C", "C", "C", "N", "C", "O", "C", "C", "C", "C", "C", "C", "C", "C", "C", "C", "C", "O", "H", "H", "H", "H", "H", "H", "H", "H", "H", "H", "H", "H", "H", "H", "H", "H", "H", "H", "H", "H", "H"], "positions_angstrom": [[3.728047, 3.529243, -1.409288], [2.894367, 2.593133, -0.546447], [3.700359, 1.578358, 0.051966], [3.954476, 0.484954, -0.675488], [3.552155, 0.312692, -1.796358], [4.824346, -0.482707, 0.095197], [4.370152, -1.932820, -0.087605], [3.166841, -2.296410, 0.781500], [1.911671, -1.515300, 0.408419], [0.705681, -1.969093, 1.228496], [-0.495990, -1.245886, 0.827753], [-1.336547, -1.867292, -0.083116], [-1.091579, -2.980379, -0.500328], [-2.530907, -1.109069, -0.495028], [-3.418311, -1.663801, -1.393176], [-4.558717, -0.957951, -1.788478], [-4.810765, 0.293044, -1.288264], [-3.926121, 0.894533, -0.368877], [-4.144105, 2.178143, 0.173623], [-3.255952, 2.724023, 1.063641], [-2.113425, 2.016724, 1.449709], [-1.867704, 0.758123, 0.942447], [-2.769315, 0.177619, 0.028059], [-0.660530, 0.022862, 1.357164], [0.156196, 0.484952, 2.128409], [3.098393, 4.322771, -1.801438], [4.530178, 3.968364, -0.821003], [4.159997, 2.978448, -2.241333], [2.439231, 3.124524, 0.291818], [2.115693, 2.114902, -1.150566], [5.837609, -0.369690, -0.298825], [4.828899, -0.195149, 1.146386], [4.122232, -2.086255, -1.139575], [5.198397, -2.596693, 0.167362], [2.965756, -3.364113, 0.666701], [3.407782, -2.113562, 1.831515], [2.066189, -0.451730, 0.593406], [1.696412, -1.653547, -0.653454], [0.513116, -3.031726, 1.072142], [0.876553, -1.769912, 2.288728], [-3.214482, -2.650141, -1.781794], [-5.241537, -1.408611, -2.492857], [-5.692765, 0.838179, -1.592164], [-5.026752, 2.724785, -0.125635], [-3.433175, 3.706872, 1.473769], [-1.409157, 2.440759, 2.149558]], "forces_ev_per_a": [[-0.1, -0.3, 0.2], [-0.3, 0.3, -0.4], [0.1, 0.1, 0.3], [0.2, -0.1, 0.1], [0.0, 0.0, -0.1], [-0.1, -0.2, -0.2], [0.0, 0.0, 0.2], [-0.1, 0.1, -0.3], [-0.1, -0.2, 0.2], [0.4, -0.1, 0.0], [0.2, -0.2, 0.2], [-0.1, -0.2, -0.1], [0.0, 0.1, 0.0], [-0.5, -0.1, -0.4], [0.5, 0.0, 0.3], [-0.2, 0.3, 0.0], [0.0, -0.2, -0.1], [0.3, -0.2, 0.1], [0.1, 0.1, 0.1], [-0.3, 0.1, -0.2], [0.3, -0.5, -0.1], [-0.3, 0.5, 0.1], [-0.1, 0.1, -0.1], [0.0, 0.2, 0.1], [0.0, 0.0, 0.0], [-0.1, 0.1, -0.1], [0.1, 0.1, 0.0], [0.0, 0.0, -0.1], [0.0, -0.1, -0.1], [0.1, 0.1, 0.2], [0.0, 0.1, 0.0], [0.1, 0.0, 0.0], [0.1, -0.1, 0.0], [0.0, 0.0, -0.1], [0.0, -0.1, 0.1], [0.0, -0.1, 0.1], [-0.1, 0.0, 0.0], [0.0, 0.0, 0.0], [0.0, 0.2, 0.1], [0.0, -0.1, -0.1], [0.0, -0.1, 0.0], [-0.1, 0.0, 0.0], [-0.1, 0.0, 0.0], [-0.1, 0.1, 0.0], [0.0, 0.1, 0.0], [0.1, 0.0, 0.0]], "nbo_charge": [-0.6334, -0.0772, -0.5112, 0.8088, -0.6164, -0.5113, -0.3866, -0.3915, -0.4128, -0.2221, -0.4579, 0.6823, -0.5825, -0.1661, -0.1169, -0.2240, -0.1477, -0.0891, -0.1383, -0.2288, -0.1200, -0.1658, 0.0585, 0.6811, -0.5876, 0.2147, 0.2094, 0.2221, 0.1916, 0.1970, 0.2386, 0.2254, 0.2209, 0.2077, 0.2049, 0.1951, 0.2097, 0.2138, 0.2331, 0.2211, 0.2408, 0.2211, 0.2154, 0.2141, 0.2206, 0.2394], "smiles": "CCOC(=O)CCCCCN1C(=O)c2cccc3cccc(c23)C1=O", "largest_force_ev_per_a": 0.6, "e_tot_ev": -30763.260, "lumo_energy_ev": -0.78, "gap_ha": 0.297}

=====

{"formula": "C28H40ClIN2O17P2", "method": "wB97M-V/def2-TZVPD", "symbols": ["O", "P", "N", "C", "C", "O", "O", "C", "I", "N", "Cl", "C", "P", "O", "O", "H", "H", "H", "H", "O", "C", "O", "C", "C", "C", "H", "H", "H", "H", "H", "H", "O", "C", "O", "C", "C", "C", "H", "H", "H", "H", "H", "H", "O", "C", "O", "C", "C", "C", "H", "H", "H", "H", "H", "H", "O", "C", "O", "C", "C", "C", "H", "H", "H", "H", "H", "H", "O", "C", "O", "C", "C", "C", "H", "H", "H", "H", "H", "H", "O", "C", "O", "C", "C", "C", "H", "H", "H", "H", "H", "H"], "positions_angstrom": [[5.329149, -1.818531, 4.949351], [4.975103, -1.609736, 3.544688], [4.033747, -0.150096, 3.272995], [4.467373, 1.107223, 3.722838], [5.758037, 1.344011, 4.523102], [6.838885, 0.875905, 4.133209], [5.584580, 2.030328, 5.538504], [3.552001, 2.015406, 3.340914], [3.540602, 4.088591, 3.651953], [2.524049, 1.345918, 2.663270], [1.136133, 2.057895, 2.037996], [2.855309, 0.062205, 2.649220], [1.920448, -1.414380, 1.939006], [0.371454, -0.925824, 1.612460], [1.718627, -2.397608, 3.280681], [6.090634, -1.509382, 2.680610], [4.210186, -2.708279, 3.097036], [-0.050132, -0.716566, 2.469794], [2.208138, -2.009257, 4.022143], [3.741155, -3.428327, -0.864232], [2.668071, -3.457042, -1.395917], [1.937002, -2.350453, -1.684272], [0.654260, -2.746358, -2.215355], [0.853660, -4.149819, -2.748464], [1.908086, -4.703145, -1.799096], [-0.080761, -2.707174, -1.406501], [0.355433, -2.053325, -2.996582], [-0.062347, -4.731963, -2.777774], [1.254860, -4.107711, -3.755276], [1.461955, -5.147652, -0.906942], [2.564498, -5.414982, -2.293312], [-1.251650, -0.602178, 4.786458], [-2.371937, -0.417605, 4.408861], [-3.378748, -0.005100, 5.211234], [-4.612850, 0.012640, 4.470654], [-4.199042, 0.112075, 3.011792], [-2.877895, -0.645315, 3.005924], [-5.160851, -0.907305, 4.686796], [-5.213765, 0.862110, 4.788190], [-4.941745, -0.287863, 2.323501], [-4.024675, 1.156459, 2.746214], [-3.021966, -1.715717, 2.849687], [-2.183569, -0.242333, 2.272665], [-0.395166, 4.575511, 2.143872], [-0.292205, 5.590191, 2.776384], [0.410296, 5.678303, 3.930865], [0.249539, 6.990835, 4.498268], [-0.148825, 7.882894, 3.338842], [-0.938015, 6.921387, 2.455358], [-0.521974, 6.941080, 5.271611], [1.186481, 7.305508, 4.955040], [-0.709710, 8.758689, 3.644000], [0.733511, 8.217324, 2.812779], [-1.993134, 6.879079, 2.733946], [-0.832885, 7.159522, 1.400107], [-0.827607, -3.424727, -4.792357], [-0.833111, -4.402596, -5.487309], [0.130833, -5.359547, -5.447304], [-0.113136, -6.336282, -6.476988], [-1.591915, -6.215072, -6.797168], [-1.855713, -4.743101, -6.550976], [0.519514, -6.099179, -7.335910], [0.151603, -7.325880, -6.109260], [-1.843388, -6.540170, -7.799300], [-2.174261, -6.813201, -6.094039], [-1.658015, -4.138826, -7.438011], [-2.864905, -4.571892, -6.189092], [-4.539085, -5.871473, -7.867810], [-4.544386, -6.850663, -8.557093], [-3.582185, -7.817793, -8.519624], [-3.834959, -8.788659, -9.552547], [-5.313889, -8.661647, -9.870845], [-5.570742, -7.182918, -9.619334], [-3.202334, -8.553505, -10.411595], [-3.577747, -9.780508, -9.186650], [-5.566094, -8.988663, -10.878126], [-5.896856, -9.259795, -9.167994], [-5.369249, -6.578135, -10.505012], [-6.577952, -7.000401, -9.254903], [1.096406, 10.094301, 3.588383], [1.883036, 10.194530, 4.486038], [2.898469, 9.318211, 4.681184], [3.597408, 9.642921, 5.897562], [3.288596, 11.107954, 6.153169], [1.884753, 11.246000, 5.575254], [3.227193, 8.993922, 6.694566], [4.661391, 9.461601, 5.763550], [3.363944, 11.386091, 7.202910], [3.980207, 11.736352, 5.589021], [1.114720, 10.997656, 6.308057], [1.710039, 12.235034, 5.160459]], "forces_ev_per_a": [[-0.4, 0.2, 0.2], [1.7, -0.9, 0.7], [-0.5, 1.4, -0.4], [0.9, -0.3, 0.2], [1.6, 0.6, 1.5], [-0.9, -0.8, -1.3], [-1.0, 0.2, -0.2], [-0.5, 1.7, 0.0], [0.0, -1.0, -0.2], [1.4, -0.3, 0.6], [0.2, 0.1, 0.2], [-1.8, -2.0, 0.0], [-0.6, -1.2, -1.5], [1.2, 0.0, 1.4], [0.5, 1.5, -0.4], [-0.6, 0.3, -0.1], [-0.3, 0.7, -0.6], [-0.3, 0.0, -0.2], [-0.5, -0.3, 0.4], [0.0, 0.4, -0.1], [0.1, -0.3, 0.3], [0.2, -0.2, 0.0], [-0.3, 0.1, -0.1], [0.2, -0.3, 0.3], [-0.3, 0.2, -0.5], [0.1, 0.0, 0.0], [0.1, 0.1, 0.1], [0.0, 0.1, 0.0], [0.0, 0.0, 0.0], [0.1, 0.0, 0.0], [0.1, -0.1, 0.3], [0.2, 0.2, 0.2], [0.1, -0.3, -0.1], [0.1, 0.0, -0.1], [-0.2, 0.1, -0.1], [-0.1, 0.0, -0.3], [-0.5, 0.4, -0.2], [0.1, 0.0, 0.0], [0.1, 0.0, 0.2], [0.0, 0.0, 0.1], [0.0, 0.0, 0.0], [0.1, 0.0, 0.0], [0.1, -0.2, 0.0], [0.2, -0.1, 0.1], [-0.4, 0.0, -0.1], [-0.1, -0.1, -0.2], [0.0, 0.3, 0.2], [-0.6, -0.6, -0.3], [0.4, 0.3, 0.3], [0.0, -0.1, 0.0], [0.1, -0.2, 0.0], [0.0, 0.0, 0.0], [0.0, -0.1, -0.1], [0.0, -0.1, -0.1], [-0.2, -0.2, 0.0], [0.1, -0.2, -0.1], [-0.3, 0.5, -0.4], [-0.1, 0.1, 0.1], [-0.1, -0.2, -0.2], [0.0, -0.1, -0.1], [0.0, -0.4, 0.3], [0.0, 0.0, 0.0], [0.1, 0.1, 0.2], [0.1, 0.0, 0.0], [0.0, 0.0, -0.1], [-0.1, 0.1, 0.1], [0.0, 0.3, -0.1], [0.3, -0.4, 0.1], [-0.2, 0.4, -0.2], [-0.4, 0.2, 0.0], [0.0, -0.3, -0.1], [-0.2, -0.1, -0.1], [0.0, -0.6, 0.1], [0.0, 0.0, 0.0], [0.1, 0.1, 0.1], [0.1, 0.0, 0.0], [0.0, 0.0, 0.0], [-0.1, 0.1, 0.1], [0.1, 0.3, 0.0], [0.8, 0.7, 0.1], [-0.4, 0.3, 0.1], [-0.1, 0.1, -0.1], [0.2, 0.0, 0.2], [0.0, 0.2, 0.1], [0.6, 0.1, 0.1], [0.0, 0.0, 0.0], [-0.1, -0.2, -0.2], [0.0, -0.1, 0.0], [0.0, 0.0, 0.0], [-0.1, 0.0, -0.1], [-0.3, -0.1, 0.0]], "lowdin_charge": [-0.3567, 0.7437, -0.0866, -0.1717, -0.7324, -0.0215, -0.0292, -0.6663, 1.0202, -0.4816, 0.8408, -0.4044, 0.9240, -0.3156, -0.2875, 0.0493, 0.0233, 0.0183, 0.0415, 0.0930, -0.5047, 0.0065, -0.1490, -0.1804, -0.0676, 0.1260, 0.1164, 0.1135, 0.1028, 0.1297, 0.1248, 0.1189, -0.4874, 0.0384, -0.1512, -0.1515, -0.0788, 0.1277, 0.1254, 0.1178, 0.1212, 0.1397, 0.1121, 0.0440, -0.4875, -0.0291, -0.1409, -0.1735, -0.0608, 0.1303, 0.1147, 0.1136, 0.1052, 0.1308, 0.1274, 0.1094, -0.4627, 0.0066, -0.1408, -0.1670, -0.0723, 0.1278, 0.1256, 0.0957, 0.1267, 0.1380, 0.1212, 0.1291, -0.4664, -0.0043, -0.1496, -0.1569, -0.0727, 0.1290, 0.1264, 0.1179, 0.1202, 0.1344, 0.1278, 0.0895, -0.4672, 0.0222, -0.1466, -0.1543, -0.0679, 0.1291, 0.1284, 0.1179, 0.1203, 0.1335, 0.1271], "largest_force_ev_per_a": 2.7, "e_tot_ev": -106672.564, "lumo_energy_ev": -0.09, "gap_ha": 0.279}